C38H46AsCl2CsGe2N4O3Se2 as an isolated structure in a non-equilibrium geometry. Source: the OMol25 dataset; level of theory: ωB97M-V with the def2-TZVPD basis set.

```
! RIJCOSX wB97M-V def2-TZVPD def2/J DEFGRID3
* xyz -2 1
Cs -0.1839 -0.4691 2.3754
C 0.8251 2.8362 -2.8907
C -0.3549 2.3329 -2.0574
Ge -1.2848 0.8552 -2.8865
C -2.5928 1.6073 -4.1375
C -2.0512 1.8666 -5.5477
C -0.2993 -0.4946 -3.8505
C 0.7400 -1.1969 -3.3674
Ge 1.2683 -0.8970 -1.3996
C 1.1710 -2.8244 -0.7786
C -0.2644 -3.3606 -0.7373
C 3.2847 -0.7201 -1.4994
C 4.1307 -1.8245 -2.1425
C 1.4547 -2.1083 -4.3002
C 1.4297 -3.4956 -4.1315
C 2.1330 -4.3314 -4.9883
C 2.8924 -3.8027 -6.0267
C 2.9230 -2.4258 -6.2071
C 2.2075 -1.5909 -5.3579
H 1.2959 3.6987 -2.4154
H 0.5326 3.1303 -3.9048
H 1.5875 2.0578 -2.9781
H -1.1005 3.1214 -1.8967
H 0.0046 1.9866 -1.0903
H -2.9466 2.5410 -3.6881
H -3.4516 0.9312 -4.1694
H -1.1509 2.4863 -5.5301
H -2.7821 2.3811 -6.1789
H -1.7826 0.9371 -6.0533
H -0.6141 -0.6460 -4.8890
H 1.6040 -2.8520 0.2285
H 1.8059 -3.4759 -1.3881
H -0.9019 -2.7574 -0.0835
H -0.3289 -4.3921 -0.3755
H -0.7334 -3.3254 -1.7275
H 3.5779 -0.6132 -0.4466
H 3.5089 0.2514 -1.9575
H 3.9471 -2.7911 -1.6653
H 5.2075 -1.6264 -2.0592
H 3.9095 -1.9507 -3.2061
H 0.8555 -3.9142 -3.3153
H 2.0980 -5.4036 -4.8334
H 3.4543 -4.4562 -6.6833
H 3.5120 -1.9969 -7.0100
H 2.2447 -0.5152 -5.4860
Cl 6.7548 2.7817 4.3057
C 5.0999 2.3925 3.8471
C 4.2520 1.7878 4.7783
C 2.9668 1.4856 4.4184
Cl 1.9297 0.6660 5.5586
C 2.3985 1.7746 3.1269
O 1.1981 1.4604 2.8826
C 3.3087 2.3826 2.2178
C 2.9649 2.7709 0.8360
O 1.8724 2.7968 0.3221
C 4.6312 2.6622 2.5880
H 4.6101 1.5417 5.7694
H 3.8643 2.9903 0.2156
H 5.2908 3.1102 1.8524
Se -0.8076 3.2135 1.8376
N -2.0670 2.3783 0.9393
C -2.7550 3.3046 0.2845
C -3.8406 3.0233 -0.6079
C -4.4535 4.0581 -1.2320
C -4.0383 5.4179 -1.0177
C -3.0129 5.7238 -0.1862
C -2.3321 4.6629 0.4952
N -1.3062 4.8296 1.3212
H -4.1272 1.9953 -0.7849
H -5.2675 3.8587 -1.9183
H -4.5558 6.2127 -1.5418
H -2.6902 6.7450 -0.0302
Se -1.4874 -3.1781 4.7131
C -0.4862 -4.7329 4.3027
C -1.0858 -5.9520 3.9432
C -0.3127 -7.0680 3.6756
N 1.0244 -7.1017 3.7240
C 1.6013 -5.9403 4.0518
C 0.9168 -4.7715 4.3396
H -2.1651 -6.0114 3.8756
H -0.7989 -8.0011 3.3999
H 2.6877 -5.9442 4.0845
H 1.4661 -3.8758 4.6006
O -2.6702 -0.6466 0.6433
C -2.5188 -0.2624 -0.4648
N -2.4418 0.1035 -1.5951
C -2.6626 0.2480 5.7939
As -2.5592 1.0035 3.9893
C -3.2139 2.7982 4.4590
C -4.2581 0.3032 3.3221
H -3.6305 0.4733 6.2447
H -1.8647 0.6711 6.4041
H -2.5160 -0.8307 5.7484
H -4.1030 2.7212 5.0869
H -3.4605 3.3524 3.5513
H -2.4357 3.3430 4.9941
H -5.0491 0.4821 4.0522
H -4.1532 -0.7654 3.1390
H -4.4930 0.7929 2.3777
*
```

Calculated values
Calculated total energy ... -14053.40155 Eh
ΔE to the lowest compared entry with this formula, charge and spin ... 0.0 kcal per mole
Frontier orbital gap ... 0.18371 Eh

***

A 3-piece molecular cluster, C19H43F7O5PSi4 overall in a non-equilibrium geometry. Source: the OMol25 dataset; level of theory: ωB97M-V with the def2-TZVPD basis set.

```
! RIJCOSX wB97M-V def2-TZVPD def2/J DEFGRID3
* xyz 1 1
O -2.2704 -6.2466 3.2640
C -1.5787 -5.6038 2.4288
O -1.2386 -4.2581 2.7239
C -1.0669 -6.3358 1.0858
F -1.5941 -7.6668 1.1450
F 0.3454 -6.4290 1.1719
C -1.6209 -5.6901 -0.2762
F -2.5661 -4.6663 0.1236
F -2.3584 -6.6153 -1.0679
C -0.5298 -4.9424 -1.1797
F -1.2172 -4.5558 -2.3986
F 0.5468 -5.7643 -1.6037
C -0.0228 -3.5288 -0.5431
O 0.6355 -3.5284 0.5132
P -0.4193 -1.9012 -1.4703
C -0.7609 -0.4370 -0.3297
C -1.9742 0.4193 -1.0212
F -1.6434 1.8006 -1.2114
H -1.8453 -3.9303 3.4278
H 0.7000 -1.6664 -2.3651
H -1.6013 -2.0661 -2.2950
H -1.1010 -0.7136 0.7228
H 0.1625 0.2475 -0.3584
H -2.2235 -0.0081 -2.0592
H -2.9192 0.3448 -0.3856
O -4.9488 3.9421 3.1051
Si -6.2793 4.8589 3.5359
C -7.2828 5.3081 2.0120
C -5.7303 6.4464 4.3775
C -7.4007 3.9314 4.7177
Si -3.5902 4.0839 2.1477
C -2.5395 2.5308 2.2081
C -2.5341 5.5248 2.7275
C -4.0841 4.3838 0.3597
H -6.7110 5.9641 1.3509
H -8.2011 5.8278 2.2966
H -7.5542 4.4087 1.4531
H -5.0747 6.2233 5.2241
H -6.5936 7.0044 4.7464
H -5.1831 7.0857 3.6796
H -6.8685 3.6705 5.6357
H -7.7724 3.0113 4.2599
H -8.2614 4.5505 4.9866
H -2.1993 2.3282 3.2267
H -1.6561 2.6492 1.5724
H -3.1027 1.6644 1.8502
H -3.0590 6.4708 2.5906
H -1.6005 5.5683 2.1590
H -2.2860 5.4163 3.7865
H -4.5892 5.3471 0.2549
H -4.7640 3.6003 0.0139
H -3.2036 4.3885 -0.2875
O 5.9974 -0.8140 -2.3634
Si 4.4725 -1.4618 -2.1944
C 4.5374 -3.0211 -1.1480
C 3.7613 -1.9025 -3.8777
C 3.2990 -0.2539 -1.3656
Si 7.4900 -1.2624 -2.9736
C 8.7546 0.1057 -2.7749
C 7.3485 -1.6650 -4.8035
C 8.1286 -2.7828 -2.0732
H 5.1035 -3.8048 -1.6563
H 3.5286 -3.3989 -0.9565
H 5.0174 -2.8178 -0.1875
H 3.7839 -1.0337 -4.5416
H 2.7247 -2.2388 -3.7832
H 4.3387 -2.7046 -4.3436
H 3.2051 0.6630 -1.9531
H 3.6542 0.0099 -0.3666
H 2.3040 -0.7001 -1.2674
H 8.4432 1.0069 -3.3088
H 9.7194 -0.2129 -3.1809
H 8.8960 0.3575 -1.7213
H 6.7188 -2.5419 -4.9616
H 8.3350 -1.8741 -5.2261
H 6.9133 -0.8232 -5.3486
H 7.4870 -3.6462 -2.2681
H 8.1498 -2.6076 -0.9942
H 9.1401 -3.0288 -2.4036
*
```

Calculated values
Calculated total energy ... -3324.25801 Eh
Frontier orbital gap ... 0.21822 Eh

***

A 2-piece molecular cluster, C8H8N4O4 overall in a non-equilibrium geometry. Source: the OMol25 dataset; level of theory: ωB97M-V with the def2-TZVPD basis set.

```
! RIJCOSX wB97M-V def2-TZVPD def2/J DEFGRID3
* xyz 0 1
O -0.6961 -2.6476 1.2759
C -0.2737 -2.4876 0.1572
C -0.0585 -3.5547 -0.8466
C 0.5449 -3.2871 -2.0047
N 0.9668 -2.0066 -2.3242
C 0.7866 -0.9385 -1.4963
O 1.1983 0.1699 -1.7903
N 0.1404 -1.2380 -0.3076
H -0.4486 -4.5144 -0.6147
H 0.7712 -4.0156 -2.7845
H 1.4726 -1.8319 -3.2026
H 0.0182 -0.4438 0.3297
O 1.7339 0.6761 0.2696
C 0.8638 1.4701 0.5165
C 0.4914 2.5662 -0.4184
C -0.6331 3.3009 -0.1061
N -1.3076 3.0974 1.1346
C -1.3254 1.9611 1.7974
O -2.1935 1.6248 2.6087
N -0.1201 1.2411 1.6076
H 1.0181 2.5751 -1.4357
H -0.7516 4.1041 -0.6083
H -2.4359 3.2667 0.9411
H -0.1173 0.4341 2.0977
*
```

Calculated values
SMILES ... O=c1cc[nH]c(=O)[nH]1.O=c1cc[nH]c(=O)[nH]1
Calculated total energy ... -829.63574 Eh
ΔE to the lowest compared entry with this formula, charge and spin ... 78.2 kcal per mole
Frontier orbital gap ... 0.34835 Eh

***

A 8-piece molecular cluster, C12H40N8O12 overall in a non-equilibrium geometry. Source: the OMol25 dataset; level of theory: ωB97M-V with the def2-TZVPD basis set.

```
! RIJCOSX wB97M-V def2-TZVPD def2/J DEFGRID3
* xyz 0 1
N 10.8215 -14.1671 -8.8014
C 10.6458 -14.7645 -7.5282
N 9.7622 -15.8887 -7.4875
O 11.1571 -14.2116 -6.5379
H 10.3616 -14.5577 -9.6070
H 11.2737 -13.2516 -8.8604
H 8.9038 -15.8109 -8.0427
H 9.5999 -16.1909 -6.5264
N 7.9794 -8.1365 -10.3565
C 7.8427 -9.0915 -9.3739
N 7.9658 -10.3760 -9.8130
O 7.4824 -8.8347 -8.1869
H 7.9864 -7.2229 -9.9594
H 8.4111 -8.3001 -11.2352
H 8.7847 -10.7142 -10.3019
H 7.7360 -10.9439 -9.0057
N 10.7739 -4.9516 -11.6423
C 11.0157 -6.0137 -10.8210
N 10.6445 -5.8373 -9.5200
O 11.5742 -7.0846 -11.2053
H 10.5560 -3.9913 -11.4427
H 11.3108 -5.0600 -12.4933
H 11.0671 -6.4817 -8.8742
H 10.2894 -4.9185 -9.2527
N 12.7640 -12.6308 -4.8030
C 13.0528 -11.3231 -4.6028
N 14.1767 -11.1397 -3.8803
O 12.3670 -10.3424 -4.8692
H 13.6020 -13.1585 -4.8176
H 12.1221 -12.9157 -5.5191
H 14.4928 -10.1931 -3.9284
H 14.9298 -11.7865 -3.9906
O 14.7189 -9.0375 -6.1239
C 15.7179 -9.3822 -7.0661
C 15.8089 -8.4522 -8.2301
O 14.6760 -8.3312 -8.9260
H 13.9533 -8.5709 -6.5226
H 16.7051 -9.4862 -6.5875
H 15.5015 -10.3630 -7.5585
H 16.5152 -8.8867 -8.9105
H 16.1255 -7.5020 -7.8019
H 13.9209 -7.9529 -8.4820
O 11.3912 -7.5080 -5.5168
C 10.0782 -7.2934 -5.2734
C 9.3744 -8.3980 -4.5154
O 9.8206 -8.3167 -3.1812
H 11.8708 -7.8395 -4.7390
H 9.9551 -6.3980 -4.7256
H 9.5714 -7.1698 -6.2264
H 9.6044 -9.3492 -4.9744
H 8.2614 -8.3097 -4.6136
H 10.1956 -9.1753 -2.9217
O 12.0000 -8.0161 -7.8800
C 11.0739 -8.9524 -8.4228
C 11.2993 -10.3614 -8.0391
O 12.6322 -10.8171 -8.4822
H 11.7945 -7.8766 -6.8755
H 10.0161 -8.6431 -8.0794
H 11.0656 -8.8045 -9.4969
H 10.5733 -11.0305 -8.5345
H 11.1446 -10.5884 -6.9519
H 13.2089 -10.0573 -8.5586
O 13.2969 -10.0367 -12.4635
C 11.9451 -10.0875 -12.9545
C 11.1747 -11.3481 -12.2919
O 10.8867 -11.1622 -10.9307
H 13.3508 -9.2877 -11.9062
H 11.3834 -9.1921 -12.7002
H 12.0696 -10.2227 -14.0493
H 11.7525 -12.2672 -12.4575
H 10.1821 -11.3309 -12.7804
H 11.7580 -10.9443 -10.5422
*
```

Calculated values
SMILES ... NC(N)=O.NC(N)=O.NC(N)=O.NC(N)=O.OCCO.OCCO.OCCO.OCCO
Calculated total energy ... -1822.23682 Eh
ΔE to the lowest compared entry with this formula, charge and spin ... 7.7 kcal per mole
Frontier orbital gap ... 0.36983 Eh

***

A 11-piece molecular cluster, C4H28NO13 overall in a non-equilibrium geometry. Source: the OMol25 dataset; level of theory: ωB97M-V with the def2-TZVPD basis set.

```
! RIJCOSX wB97M-V def2-TZVPD def2/J DEFGRID3
* xyz -1 1
O -0.9133 0.3816 1.8355
C -0.8154 -0.1765 0.7731
O -1.6456 -0.5108 -0.1282
C 0.5344 -0.9109 0.5996
C 1.7478 0.0141 0.5628
C 3.0657 -0.7949 0.5401
O 3.3011 -1.3145 -0.7800
N 0.6314 -1.8879 1.7360
H -1.6618 -1.2554 -1.7007
H 0.3773 -1.5891 -0.2962
H 1.8368 0.7727 -0.2667
H 1.6450 0.6390 1.4510
H 3.0471 -1.6816 1.1882
H 3.9305 -0.0489 0.7400
H 1.3957 -1.5838 2.3401
H -0.2468 -1.9524 2.1246
H -0.6772 -2.2742 -2.0610
H -1.0698 0.9942 -3.2412
O -1.3081 -1.8027 -2.4862
H 1.1133 -0.0517 4.1133
H -0.1608 0.2775 3.5998
O 0.2172 -0.0207 4.3563
H 1.6931 -1.6082 -3.5424
H 2.5176 -1.3054 -1.3695
O 1.6791 -0.7027 -3.1028
H 2.0808 1.5112 -2.7717
H 3.4679 1.2265 -2.3936
O 2.9032 1.9925 -2.6854
H -2.3645 2.1776 -0.7085
H -0.8949 2.4334 -1.4941
O -1.4393 2.6273 -0.7304
H 0.7282 -0.3889 -3.0450
H -0.1966 0.4717 -1.8164
O -0.1736 1.0645 -2.5488
H -2.8573 1.5872 1.8322
H -2.7018 0.2536 2.2697
O -3.4139 0.8135 2.0299
H -1.1889 3.3611 0.9826
H -1.2912 2.5264 2.2734
O -1.4326 3.3524 1.9286
H -3.0480 0.2751 -0.6878
H -3.9138 1.2845 0.1351
O -3.6641 1.0326 -0.6843
H 1.2748 -3.4029 0.7382
H 1.9538 -3.2768 -0.5975
O 1.3395 -3.7814 -0.1042
*
```

Calculated values
Calculated total energy ... -1202.13707 Eh
ΔE to the lowest compared entry with this formula, charge and spin ... 102.2 kcal per mole
Frontier orbital gap ... 0.33572 Eh

***

A 2-piece molecular cluster, C28H41NP overall in a non-equilibrium geometry. Source: the OMol25 dataset; level of theory: ωB97M-V with the def2-TZVPD basis set.

```
! RIJCOSX wB97M-V def2-TZVPD def2/J DEFGRID3
* xyz 1 1
C 3.9589 -0.2180 4.6618
C 2.7350 0.1807 3.8430
C 2.5051 -0.6879 2.6018
C 1.2815 -0.2310 1.7956
P -0.1159 0.1372 2.8912
C -1.4726 0.8217 1.8576
C -2.0356 2.1173 2.4656
C -2.4256 1.9862 3.9430
C -2.9838 3.2875 4.5224
C -0.6803 -1.6194 3.0835
C -1.8042 -1.6813 4.1122
C -2.2611 -3.1115 4.4175
C -2.9804 -3.7933 3.2625
H 4.1441 0.5665 5.3996
H 3.8041 -1.1560 5.2035
H 4.8642 -0.3066 4.0530
H 1.8474 0.1524 4.4922
H 2.8567 1.2158 3.5072
H 3.3794 -0.6376 1.9449
H 2.3969 -1.7459 2.8801
H 1.4807 0.7299 1.3086
H 0.9638 -0.9581 1.0328
H -1.0336 1.0079 0.8691
H -2.2721 0.0695 1.7737
H -1.3012 2.9313 2.3676
H -2.9166 2.4173 1.8781
H -3.1824 1.1962 4.0385
H -1.5498 1.6765 4.5352
H -3.3816 3.0894 5.5215
H -2.2017 4.0491 4.6115
H -3.7956 3.6899 3.9072
H -1.0035 -1.9590 2.0844
H 0.1805 -2.2305 3.4125
H -1.4617 -1.2269 5.0547
H -2.6594 -1.0832 3.7602
H -1.3861 -3.7007 4.7144
H -2.9301 -3.0467 5.2829
H -3.3164 -4.7829 3.5801
H -3.8636 -3.2216 2.9573
H -2.3227 -3.9169 2.3961
C -0.7974 2.4341 -7.3151
N -0.2386 1.9643 -6.0637
C 1.0693 2.0727 -5.7250
C 1.2893 1.3898 -4.4921
C 2.5468 1.1533 -3.9665
C 2.9608 0.5111 -2.7710
C 2.4267 0.8605 -1.5071
C 3.1917 0.5996 -0.3754
C 4.1955 -0.3766 -0.4084
C 4.6801 -0.8212 -1.6471
C 4.1190 -0.3218 -2.8160
C -0.0184 0.8747 -4.0834
C -0.4430 -0.0568 -3.1496
C -1.7734 -0.5200 -3.1798
C -2.6730 -0.0776 -4.1638
C -2.2547 0.8251 -5.1543
C -0.9460 1.2737 -5.0777
H -1.8681 2.2402 -7.3371
H -0.6065 3.5095 -7.4139
H -0.3340 1.9111 -8.1634
H 1.7949 2.5693 -6.3678
H 3.3627 1.4836 -4.6242
H 1.5078 1.4474 -1.4563
H 3.0286 1.1988 0.5257
H 4.6311 -0.7638 0.5074
H 5.5290 -1.5069 -1.6789
H 4.5593 -0.5418 -3.7925
H 0.2746 -0.4161 -2.4181
H -2.1107 -1.2390 -2.4284
H -3.6990 -0.4502 -4.1751
H -2.8998 1.1640 -5.9646
*
```

Calculated values
Calculated total energy ... -1487.35883 Eh
ΔE to the lowest compared entry with this formula, charge and spin ... 19.6 kcal per mole
Frontier orbital gap ... 0.17512 Eh

***

A 7-piece molecular cluster, C22H62N4O7 overall in a non-equilibrium geometry. Source: the OMol25 dataset; level of theory: ωB97M-V with the def2-TZVPD basis set.

```
! RIJCOSX wB97M-V def2-TZVPD def2/J DEFGRID3
* xyz 0 1
C 5.8208 -2.0594 -2.0821
O 5.1712 -0.8640 -1.7266
C 4.0724 -0.9946 -0.9018
C 3.2379 0.2707 -0.8396
C 2.7800 0.7779 -2.2156
N 4.0145 1.2907 -0.1809
H 6.1129 -2.6399 -1.2070
H 6.6846 -1.8319 -2.7067
H 5.2316 -2.7477 -2.6880
H 3.3805 -1.7220 -1.3264
H 4.2773 -1.3192 0.1184
H 2.4284 0.0998 -0.1299
H 3.6521 0.8740 -2.8624
H 2.1575 1.6706 -2.1552
H 2.1647 0.0347 -2.7226
H 4.0440 1.0089 0.7885
H 4.9806 1.2237 -0.4679
C 0.6569 2.8580 -4.5589
O -0.6098 2.3307 -4.5740
C -1.1749 2.2251 -3.3131
C -2.4331 1.4209 -3.4717
C -3.5357 2.1260 -4.2040
N -3.0004 0.8964 -2.2322
H 0.7359 3.8799 -4.1880
H 0.8857 2.9870 -5.6168
H 1.3930 2.1866 -4.1167
H -0.5043 1.7092 -2.6260
H -1.2544 3.2243 -2.8850
H -2.2328 0.5640 -4.1149
H -3.1557 2.4727 -5.1651
H -3.7948 3.0896 -3.7654
H -4.3772 1.4547 -4.3750
H -3.2440 1.6645 -1.6232
H -2.2169 0.4915 -1.7400
C 3.0225 -0.6045 3.0663
O 3.5814 0.6308 2.6602
C 4.7211 1.1195 3.3626
C 4.4876 1.8004 4.7227
C 4.1921 0.8516 5.9558
N 3.4776 2.8784 4.6409
H 3.7562 -1.3165 3.4442
H 2.4257 -0.9655 2.2288
H 2.3728 -0.3389 3.9002
H 5.4501 0.3093 3.3453
H 5.3009 1.8113 2.7517
H 5.4443 2.2673 4.9569
H 3.8706 1.4994 6.7714
H 5.0898 0.3305 6.2884
H 3.4380 0.0691 5.8717
H 2.9592 2.7033 3.7919
H 3.9213 3.7791 4.5307
C -3.6246 0.7868 2.8548
O -2.9077 1.9876 3.1197
C -1.6717 2.1966 2.4239
C -0.6118 1.2142 2.8762
C -0.3020 1.1863 4.3915
N 0.6668 1.4672 2.2423
H -3.0150 -0.0169 3.2677
H -3.7794 0.5091 1.8122
H -4.5288 0.8398 3.4613
H -1.8598 2.1316 1.3523
H -1.4629 3.2353 2.6801
H -0.8828 0.1864 2.6350
H -1.3109 1.0595 4.7839
H 0.2150 2.0686 4.7689
H 0.2576 0.2920 4.6657
H 1.0511 2.3222 2.6185
H 1.2991 0.7302 2.5199
C -3.2319 -3.6164 -3.7774
C -2.7793 -2.1966 -3.8138
O -3.9602 -1.4185 -3.8887
H -4.0192 -3.8772 -4.4847
H -3.7506 -3.8398 -2.8451
H -2.4146 -4.3322 -3.8653
H -2.1766 -2.0071 -4.7020
H -2.1589 -1.9077 -2.9654
H -3.7472 -0.5591 -3.5175
C -2.0642 -1.6353 0.2700
C -0.6709 -1.2718 -0.2154
O -0.5934 0.1112 -0.3647
H -2.8638 -1.0369 -0.1666
H -2.1956 -1.4161 1.3296
H -2.4422 -2.6280 0.0257
H -0.5425 -1.7326 -1.1949
H 0.1156 -1.6064 0.4610
H -0.4143 0.4443 0.5176
C -5.5466 -2.8250 -1.1006
C -4.8604 -3.9126 -0.2646
O -5.8399 -4.9380 -0.0437
H -4.9435 -1.9646 -1.3905
H -6.4006 -2.3736 -0.5956
H -5.9642 -3.2863 -1.9956
H -4.3743 -3.6386 0.6718
H -4.1373 -4.4111 -0.9101
H -5.4154 -5.7989 -0.0615
*
```

Calculated values
SMILES ... COC[C@H](C)N.COC[C@H](C)N.COC[C@H](C)N.COC[C@H](C)N.CCO.CCO.CCO
Calculated total energy ... -1620.93842 Eh
ΔE to the lowest compared entry with this formula, charge and spin ... 46.1 kcal per mole
Frontier orbital gap ... 0.34221 Eh